The following is a quantum chemistry calculation of a molecular structure, C4H11ClINd2 at a distorted geometry, from the OMol25 dataset.

Output
largest force on an atom = 2.4 eV/A
E_HOMO (alpha / beta) = -2.6 / -2.7 eV
frontier orbital gap (alpha / beta) = 4.53 / 4.61 eV
expectation value of S² = 12.0175

The geometry in ORCA input format:
```
! wB97M-V def2-TZVPD RIJCOSX def2/J DEFGRID3
* xyz -1 7
Nd -2.196 1.470 -3.499
Cl 0.322 0.489 -3.435
C -2.353 3.833 -3.878
C -2.973 -0.055 -5.066
H -3.369 3.936 -4.319
H -2.390 4.250 -2.852
H -1.638 4.403 -4.503
H -3.949 0.340 -5.390
H -3.179 -0.948 -4.461
H -2.407 -0.352 -5.956
Nd 0.875 -0.071 -0.822
C 1.299 2.102 0.172
C -1.160 -0.028 0.120
H 0.590 2.895 -0.134
H 1.161 1.853 1.227
H 2.251 2.528 0.010
H -1.658 -0.976 0.354
H -1.516 0.585 0.952
I 0.855 -2.928 0.147
*
```